1.
ORCA calculation (wB97M-V/def2-TZVPD) on a structure of composition C46H57MnN7O3S.

Results
<S²>: 8.75

Geometry as ORCA input:
```
! RIJCOSX wB97M-V def2-TZVPD def2/J DEFGRID3
* xyz 0 6
Mn 0.822 0.630 -0.179
C -2.097 -0.378 5.140
C -1.792 0.672 4.063
C -2.814 1.819 4.169
C -0.366 1.202 4.168
C -0.087 2.012 5.264
C 1.145 2.618 5.436
C 2.105 2.440 4.461
C 1.875 1.639 3.346
C 3.001 1.492 2.340
C 4.151 0.672 2.932
C 3.495 2.847 1.814
C 0.647 0.960 3.199
N 0.394 0.152 2.064
C -0.111 -1.070 2.255
O -0.097 -1.779 3.265
C -0.840 -1.601 1.038
C -1.729 -2.655 1.111
C -2.388 -3.045 -0.051
C -2.125 -2.391 -1.248
C -1.205 -1.356 -1.237
N -0.609 -0.982 -0.116
C -0.811 -0.615 -2.499
O -1.476 -0.839 -3.511
N 0.271 0.179 -2.373
C 0.691 0.710 -3.651
C 1.398 -0.113 -4.569
C 1.659 0.363 -5.852
C 1.288 1.628 -6.261
C 0.642 2.443 -5.356
C 0.327 2.009 -4.068
C -0.342 3.059 -3.194
C 0.693 3.648 -2.232
C -1.648 2.628 -2.522
C 2.017 -1.486 -4.288
C 1.095 -2.605 -3.787
C 3.224 -1.324 -3.367
H -3.124 -0.741 5.036
H -1.991 0.067 6.133
H -1.415 -1.221 5.058
H -1.917 0.207 3.085
H -2.972 2.105 5.212
H -3.783 1.513 3.763
H -2.477 2.705 3.627
H -0.864 2.174 6.003
H 1.346 3.224 6.310
H 3.067 2.929 4.576
H 2.618 0.930 1.504
H 4.550 1.164 3.822
H 4.968 0.555 2.212
H 3.800 -0.322 3.225
H 3.781 3.515 2.628
H 2.720 3.346 1.226
H 4.371 2.718 1.173
H -1.895 -3.140 2.064
H -3.099 -3.861 -0.024
H -2.595 -2.653 -2.186
H 2.178 -0.285 -6.551
H 1.499 1.972 -7.267
H 0.359 3.449 -5.649
H -0.611 3.871 -3.871
H 1.084 2.886 -1.567
H 0.265 4.446 -1.622
H 1.538 4.050 -2.793
H -1.469 1.936 -1.706
H -2.292 2.127 -3.246
H -2.176 3.500 -2.125
H 2.400 -1.820 -5.253
H 0.959 -2.548 -2.706
H 1.540 -3.577 -4.015
H 0.115 -2.550 -4.256
H 2.885 -0.947 -2.410
H 3.937 -0.614 -3.793
H 3.731 -2.285 -3.213
S -4.081 5.349 1.260
C -2.766 4.163 1.124
C -1.445 4.565 1.239
C -0.448 3.630 1.015
N -0.692 2.358 0.702
C -1.967 1.968 0.661
C -3.031 2.829 0.850
C -4.914 4.686 2.691
C -4.285 4.658 3.928
C -5.004 4.192 5.018
N -6.270 3.778 4.943
C -6.857 3.807 3.748
C -6.224 4.247 2.591
H -1.193 5.585 1.498
H 0.595 3.915 1.109
H -2.148 0.921 0.446
H -4.049 2.462 0.796
H -3.259 4.988 4.037
H -4.546 4.158 6.001
H -7.883 3.456 3.711
H -6.741 4.248 1.640
C 2.105 -3.045 0.627
N 3.487 -2.605 0.384
C 4.516 -3.637 0.502
C 3.628 -1.318 -0.020
O 2.602 -0.604 -0.060
N 4.832 -0.776 -0.378
C 6.101 -1.478 -0.563
C 4.878 0.615 -0.830
H 2.098 -4.125 0.731
H 1.460 -2.772 -0.204
H 1.709 -2.604 1.540
H 4.115 -4.431 1.123
H 5.408 -3.277 1.000
H 4.789 -4.069 -0.462
H 6.001 -2.358 -1.195
H 6.571 -1.751 0.381
H 6.778 -0.794 -1.067
H 3.904 1.070 -0.759
H 5.202 0.660 -1.870
H 5.582 1.181 -0.217
*
```

Results of the Löwdin charge analysis, in e, for atoms 1 through 8: Mn 0.97; C -0.06; C -0.35; C -0.08; C -0.12; C -0.05; C -0.08; C -0.06

***

2.
ORCA calculation (wB97M-V/def2-TZVPD) on a cluster of 2 separate species, C5H11N in total.

Results
Energy relative to the best compared isomer or geometry (same formula, charge and spin) (kJ/mol): 635.3

Geometry as ORCA input:
```
! RIJCOSX wB97M-V def2-TZVPD def2/J DEFGRID3
* xyz 0 1
C -1.898 1.098 -0.168
C -1.461 -0.355 -0.277
N -0.432 -0.668 0.692
C 0.718 -1.598 0.845
C 0.616 -0.086 1.119
C 2.049 0.114 -0.692
H -2.661 1.322 -0.919
H -2.322 1.316 0.818
H -1.053 1.773 -0.337
H -2.298 -1.043 -0.127
H -1.024 -0.574 -1.261
H 0.549 -2.243 1.713
H 1.597 -1.011 -0.148
H 0.849 0.884 1.539
H 2.801 0.668 -0.115
H 1.391 0.836 -1.197
H 2.577 -0.431 -1.486
*
```

Results of the Löwdin charge analysis, in e, for atoms 1 through 8: C -0.08; C -0.20; N -0.13; C -0.09; C -0.10; C -0.14; H 0.08; H 0.08

***

3.
ORCA calculation (wB97M-V/def2-TZVPD) on the molecule C19H28N8O2.

Results
Energy relative to the best compared isomer or geometry (same formula, charge and spin) (kJ/mol): 1.9

Geometry as ORCA input:
```
! RIJCOSX wB97M-V def2-TZVPD def2/J DEFGRID3
* xyz 0 1
C -0.762 1.880 4.567
C -1.289 0.509 4.252
C -1.577 -0.410 5.253
N -2.054 -1.636 5.036
C -2.265 -1.996 3.775
C -1.995 -1.170 2.688
C -2.210 -1.735 1.310
O -2.869 -2.750 1.139
N -1.603 -1.071 0.303
C -1.558 -1.620 -1.047
C -2.821 -1.285 -1.826
C -0.304 -1.076 -1.726
C 0.986 -1.492 -1.003
N 1.937 -0.396 -0.839
C 1.735 0.558 0.086
O 0.642 0.803 0.593
C 2.940 1.430 0.414
C 2.976 2.698 -0.473
C 4.230 2.521 -1.334
C 5.136 1.711 -0.423
N 4.212 0.745 0.163
C 4.745 0.043 1.321
C 3.797 -1.006 1.798
N 3.599 -2.187 1.179
N 2.655 -2.792 1.845
N 2.313 -1.985 2.820
C 1.291 -2.318 3.795
N 2.994 -0.856 2.839
C -1.506 0.103 2.940
H -1.527 2.640 4.398
H -0.445 1.950 5.607
H 0.089 2.122 3.930
H -1.411 -0.142 6.293
H -2.656 -2.991 3.596
H -0.934 -0.338 0.514
H -1.486 -2.708 -0.953
H -2.795 -1.746 -2.815
H -3.696 -1.657 -1.295
H -2.917 -0.204 -1.949
H -0.287 -1.413 -2.764
H -0.367 0.015 -1.750
H 0.743 -1.895 -0.016
H 1.501 -2.281 -1.547
H 2.915 -0.582 -1.015
H 2.821 1.703 1.469
H 2.065 2.814 -1.057
H 3.073 3.580 0.160
H 4.004 1.943 -2.232
H 4.670 3.469 -1.639
H 5.944 1.196 -0.944
H 5.584 2.360 0.348
H 5.684 -0.432 1.034
H 4.947 0.731 2.155
H 0.598 -1.486 3.878
H 0.777 -3.205 3.439
H 1.755 -2.514 4.759
H -1.276 0.789 2.134
*
```

Results of the Löwdin charge analysis, in e, for atoms 1 through 8: C -0.04; C -0.26; C -0.12; N 0.07; C -0.10; C -0.11; C -0.44; O 0.06

***

4.
ORCA calculation (wB97M-V/def2-TZVPD) on a structure of composition C20H18F10N4O7P2PtS2.

Results
Energy relative to the best compared isomer or geometry (same formula, charge and spin) (kJ/mol): 0.0

Geometry as ORCA input:
```
! RIJCOSX wB97M-V def2-TZVPD def2/J DEFGRID3
* xyz 0 1
Pt 0.945 -0.415 0.059
C -0.925 1.138 -1.502
N -0.153 1.291 -0.245
C 0.881 2.365 -0.403
C 1.859 2.227 0.740
N 2.338 0.857 0.654
C 3.145 0.360 1.679
C 4.244 -0.435 1.346
F 4.545 -0.643 0.064
C 5.042 -1.031 2.304
F 6.083 -1.787 1.944
C 4.773 -0.831 3.646
F 5.543 -1.398 4.578
C 3.699 -0.044 4.015
F 3.416 0.130 5.309
C 2.899 0.524 3.042
F 1.823 1.213 3.449
C -1.097 1.666 0.876
C -1.369 0.585 1.907
N -2.098 -0.491 1.255
C -2.623 -1.497 1.803
C -2.455 -1.957 3.263
F -2.132 -0.903 4.057
C -3.690 -2.621 3.810
F -3.774 -2.669 5.131
C -4.545 -3.236 3.007
F -5.564 -3.948 3.464
C -4.405 -3.142 1.553
F -5.290 -3.848 0.888
C -3.488 -2.362 0.967
F -5.586 -1.388 -0.281
H -1.441 2.072 -1.737
H -1.650 0.339 -1.365
H -0.245 0.877 -2.309
H 0.395 3.343 -0.441
H 1.392 2.174 -1.346
H 1.358 2.468 1.685
H 2.684 2.937 0.624
H -2.047 1.945 0.418
H -0.699 2.547 1.376
H -1.984 1.028 2.696
H -0.445 0.229 2.369
O 0.657 -4.038 3.741
P 0.064 -2.846 2.897
O -1.450 -2.945 3.388
O 0.731 -1.559 3.033
O -0.039 -3.440 1.425
P 0.645 -2.970 0.029
O 0.755 -4.378 -0.684
O 1.974 -2.302 0.289
O -0.305 -2.059 -0.694
H 1.579 -3.882 3.983
H 1.668 -4.627 -0.878
S -3.636 -1.950 -0.742
C -3.147 -3.341 -1.456
N -2.868 -4.553 -0.907
C -2.299 -5.529 -1.833
C -2.896 -5.196 -3.192
S -3.064 -3.388 -3.208
H -2.506 -4.531 0.036
H -2.589 -6.534 -1.526
H -1.211 -5.461 -1.855
H -3.874 -5.653 -3.327
H -2.241 -5.492 -4.007
*
```

Results of the Löwdin charge analysis, in e, for atoms 1 through 8: Pt 1.15; C -0.07; N -0.34; C -0.18; C -0.23; N -0.17; C -0.19; C -0.17

***

5.
ORCA calculation (wB97M-V/def2-TZVPD) on the molecule C6H6N6.

Results
Energy relative to the best compared isomer or geometry (same formula, charge and spin) (kJ/mol): 260.8

Geometry as ORCA input:
```
! RIJCOSX wB97M-V def2-TZVPD def2/J DEFGRID3
* xyz 0 1
C 3.191 -0.227 -1.154
C -1.231 2.472 0.812
C 1.966 1.829 -0.778
C 2.103 0.490 -0.648
C -0.084 1.897 0.249
C -0.222 0.222 0.456
N 4.051 -0.887 -1.551
N -2.245 2.711 1.312
N 0.824 2.561 -0.343
N 1.091 -0.229 -0.078
N -0.332 -0.102 1.827
N -1.257 -0.241 -0.346
H 2.741 2.408 -1.362
H 1.082 -1.278 -0.104
H -0.224 0.737 2.366
H -1.186 -0.540 1.968
H -1.119 0.081 -1.263
H -1.361 -1.199 -0.295
*
```

Results of the Löwdin charge analysis, in e, for atoms 1 through 8: C -0.16; C -0.19; C -0.08; C -0.30; C -0.22; C -0.55; N 0.18; N 0.18

***

6.
ORCA calculation (wB97M-V/def2-TZVPD) on a structure of composition C23H43BrCl2N3O4SiSm.

Results
<S²>: 8.76
Energy relative to the best compared isomer or geometry (same formula, charge and spin) (kJ/mol): 19.6

Geometry as ORCA input:
```
! RIJCOSX wB97M-V def2-TZVPD def2/J DEFGRID3
* xyz 0 6
C -1.737 -2.708 -2.405
C -2.647 -1.767 -1.672
H -2.249 -3.632 -2.693
H -0.839 -2.941 -1.812
H -1.384 -2.237 -3.331
C -3.856 -2.103 -1.189
C -4.510 -3.432 -1.358
H -4.466 -1.379 -0.640
H -3.784 -4.230 -1.568
H -5.252 -3.431 -2.177
H -5.061 -3.665 -0.433
Sm 0.903 0.432 0.213
Cl 2.402 -1.500 0.990
C -1.054 3.153 0.229
O -0.216 2.434 0.838
N -1.924 3.944 0.853
C -1.992 3.993 2.314
C -2.820 4.825 0.116
H -1.101 3.152 -0.876
H -1.216 3.354 2.740
H -2.984 3.656 2.645
H -1.851 5.031 2.639
H -2.719 4.634 -0.962
H -2.565 5.876 0.327
H -3.859 4.637 0.424
H 5.233 4.137 2.015
H 6.399 3.858 -0.135
C 4.941 3.080 2.043
C 6.161 2.786 -0.118
N 4.957 2.556 0.678
H 3.935 2.963 2.458
C 3.894 1.939 0.175
O 2.800 1.826 0.788
H 5.996 2.440 -1.143
H 4.017 1.529 -0.844
H 5.672 2.532 2.652
H 7.024 2.253 0.304
H -1.273 -2.740 0.526
H -3.792 -1.961 1.865
C -0.992 -2.782 1.587
C -3.104 -2.118 2.708
N -1.734 -1.779 2.342
H 0.086 -2.604 1.677
C -1.213 -0.594 2.696
O -0.077 -0.188 2.366
H -3.417 -1.474 3.539
H -1.888 0.028 3.314
H -1.254 -3.768 1.977
H -3.150 -3.170 3.009
O -0.979 -0.512 -0.579
C -2.041 -0.394 -1.432
C -3.470 0.660 0.374
C -3.047 0.639 -0.952
H -2.929 0.033 1.103
C -4.559 1.471 0.730
H -1.682 -0.047 -2.416
C -3.580 1.514 -1.892
H -4.903 1.499 1.774
C -5.189 2.251 -0.253
C -4.677 2.306 -1.554
H -3.122 1.557 -2.883
H -6.073 2.848 -0.004
H -5.113 2.975 -2.301
Si 4.341 -3.049 -1.271
Cl 2.336 -3.212 -1.895
C 4.774 -3.272 0.546
C 4.880 -1.380 -1.958
C 5.259 -4.488 -2.101
H 4.075 -2.780 1.239
H 5.752 -2.815 0.747
H 4.803 -4.326 0.852
H 5.032 -5.433 -1.592
H 6.337 -4.325 -2.029
H 4.993 -4.599 -3.157
H 4.194 -0.589 -1.621
H 4.864 -1.385 -3.063
H 5.891 -1.112 -1.621
Br 1.394 1.121 -2.482
*
```

Results of the Löwdin charge analysis, in e, for atoms 1 through 8: C -0.03; C -0.23; H 0.07; H 0.07; H 0.09; C -0.12; C -0.10; H 0.10

***

7.
ORCA calculation (wB97M-V/def2-TZVPD) on a cluster of 6 separate species, H12O6 in total.

Results
Energy relative to the best compared isomer or geometry (same formula, charge and spin) (kJ/mol): 167.1

Geometry as ORCA input:
```
! RIJCOSX wB97M-V def2-TZVPD def2/J DEFGRID3
* xyz 0 1
O -3.269 2.757 -3.109
H -3.292 2.756 -2.152
H -3.074 1.851 -3.345
O -1.175 -2.188 1.552
H -1.985 -2.483 1.968
H -0.731 -2.995 1.291
O -2.886 2.236 1.198
H -3.829 2.343 1.324
H -2.713 1.326 1.440
O 0.789 0.364 -1.133
H 0.330 -0.180 -0.494
H 0.371 1.222 -1.063
O 5.184 -0.958 -3.456
H 5.409 -1.427 -2.653
H 4.229 -0.891 -3.435
O 2.517 -1.490 4.001
H 1.732 -1.480 3.452
H 2.392 -0.764 4.611
*
```

Results of the Löwdin charge analysis, in e, for atoms 1 through 8: O -0.05; H 0.02; H 0.03; O -0.05; H 0.03; H 0.03; O -0.05; H 0.03

***

8.
ORCA calculation (wB97M-V/def2-TZVPD) on a structure of composition C31H33BN12OScSe.

Results
<S²>: 0.79
Energy relative to the best compared isomer or geometry (same formula, charge and spin) (kJ/mol): 0.0

Geometry as ORCA input:
```
! RIJCOSX wB97M-V def2-TZVPD def2/J DEFGRID3
* xyz 2 2
Sc 0.161 -0.539 0.789
C 0.157 -4.219 1.578
C 0.332 -3.796 0.160
C 0.626 -4.611 -0.937
C 0.631 -3.765 -2.021
N 0.342 -2.523 -1.598
N 0.185 -2.530 -0.244
B 0.342 -1.197 -2.378
N -0.949 -0.372 -1.956
C -1.757 0.241 -2.838
C -2.881 0.684 -2.175
C -2.692 0.296 -0.849
C -3.631 0.490 0.295
N -1.519 -0.332 -0.716
N 1.610 -0.399 -1.962
C 2.749 -0.129 -2.617
C 3.645 0.435 -1.730
C 2.983 0.457 -0.504
C 3.476 0.961 0.811
N 1.754 -0.058 -0.649
N 0.268 -1.421 -3.861
C -0.564 -2.267 -4.530
C -0.600 -1.881 -5.839
C 0.223 -0.729 -5.900
C 0.548 0.115 -7.085
N 0.713 -0.446 -4.706
H 1.035 -4.760 1.930
H -0.697 -4.892 1.666
H 0.000 -3.362 2.229
H 0.803 -5.672 -0.936
H 0.835 -3.961 -3.059
H -1.489 0.288 -3.881
H -3.739 1.174 -2.601
H -4.659 0.374 -0.045
H -3.550 1.494 0.722
H -3.456 -0.241 1.084
H 2.824 -0.328 -3.670
H 4.641 0.779 -1.946
H 3.861 1.976 0.720
H 4.292 0.334 1.172
H 2.690 0.945 1.566
H -1.067 -3.081 -4.035
H -1.130 -2.361 -6.644
H 0.832 -0.502 -7.936
H 1.372 0.786 -6.851
H -0.312 0.715 -7.385
Se -3.186 6.176 3.695
N -3.081 4.501 4.312
C -2.434 3.812 3.421
C -2.162 2.398 3.525
C -2.619 1.613 4.585
C -2.339 0.261 4.571
C -1.623 -0.260 3.503
N -1.198 0.484 2.474
C -1.443 1.788 2.491
C -0.930 2.563 1.338
N -0.177 1.899 0.470
C 0.230 2.545 -0.635
C -0.070 3.877 -0.899
C -0.800 4.590 0.024
C -1.245 3.924 1.176
C -1.984 4.576 2.213
N -2.302 5.846 2.205
H -3.177 2.062 5.395
H -2.665 -0.388 5.371
H -1.367 -1.311 3.461
H 0.823 1.962 -1.327
H 0.285 4.334 -1.811
H -1.033 5.636 -0.122
C 2.003 -0.378 4.390
C 1.747 -1.555 3.464
C 3.037 -2.246 3.055
O 1.054 -1.118 2.311
H 2.499 -0.705 5.304
H 1.073 0.119 4.673
H 2.652 0.347 3.895
H 1.105 -2.282 3.980
H 3.715 -1.524 2.598
H 2.840 -3.038 2.333
H 3.536 -2.683 3.920
*
```

Results of the Löwdin charge analysis, in e, for atoms 1 through 8: Sc 1.02; C -0.01; C -0.30; C 0.02; C -0.03; N 0.03; N 0.02; B -0.65

***

Short version: calculated total energy = -3945.38218; -251.62055; -1329.38173; -4115.81675; -560.70332; -5809.57035; -458.60884; -5120.18041 Eh, in the order given.
Short version: max |F| = 0.91; 0.55; 0.40; 0.84; 4.93; 1.91; 0.34; 0.32 eV Å⁻¹, in the order given.